# 1
The following is a DFT calculation (ωB97M-V/def2-TZVPD) of C4H9BrO in the gas phase.

F_max   0.102 hartree/bohr
LUMO level (alpha / beta)   0.89 / -2.66 eV
Spin multiplicity   3
Kohn-Sham gap (alpha / beta)   8.01 / 7.39 eV

Atoms and positions in Å:
1 Br -3.01896 0.08090 0.07367
2 O -1.40036 -0.78602 -0.07446
3 C 0.80028 -1.31120 0.09995
4 C 0.15756 0.70189 -1.31020
5 C -0.06447 0.75468 1.19755
6 C -0.18555 -0.17825 0.03221
7 H 0.59830 -1.92009 1.01139
8 H 0.94450 1.49825 -1.18726
9 H -0.76387 1.23130 -1.65811
10 H 0.40740 0.09922 -2.20962
11 H 1.88142 -1.06796 0.05513
12 H 0.55448 -2.03512 -0.68949
13 H -0.58806 0.53690 2.16975
14 H -0.34533 1.72800 0.97494
15 H 1.02266 0.66750 1.51455

Atom charges from the natural (NBO) analysis, given in e for atoms 1 to 4:
1. Br 0.175
2. O -0.472
3. C -0.624
4. C -0.627

# 2
The following is a DFT calculation (ωB97M-V/def2-TZVPD) of a molecular structure, C6H10OS.

F_max   0.096 hartree/bohr
LUMO level   0.70 eV
Spin multiplicity   1
Kohn-Sham gap   9.55 eV

Atoms and positions in Å:
1 S 0.28109 2.46515 0.81632
2 O -1.80275 -0.94426 -0.17650
3 C -1.84998 0.46283 0.03671
4 C 0.26683 -0.14245 -0.87826
5 C -0.13663 -0.43871 1.29261
6 C 1.82344 -0.29380 -1.11936
7 C -0.47334 -1.23901 0.07662
8 C -0.46510 0.72087 0.37593
9 H -0.46434 -2.28231 -0.16329
10 H -0.82164 -0.77510 2.16066
11 H -2.28963 0.90002 -0.79789
12 H -2.61185 0.70610 0.81984
13 H 1.93845 -0.67634 -2.39356
14 H 1.35387 1.98884 1.58727
15 H 0.93333 -0.41362 1.51439
16 H -0.32585 0.35552 -1.66500
17 H 2.36554 -1.17839 -0.43175
18 H 2.27857 0.78467 -1.05473

Atom charges from the natural (NBO) analysis, given in e for atoms 1 to 4:
1. S -0.079
2. O -0.509
3. C -0.134
4. C -0.241

# 3
The following is a DFT calculation (ωB97M-V/def2-TZVPD) of a molecular structure, C38H79N4O10PPt2.

F_max   0.085 hartree/bohr
LUMO level (alpha / beta)   -0.44 / -2.21 eV
Spin multiplicity   5
Kohn-Sham gap (alpha / beta)   7.55 / 5.79 eV

Atoms and positions in Å:
1 Pt 16.24752 10.30398 13.65765
2 Pt 17.33300 12.89347 16.02489
3 P 17.86297 10.03399 15.87135
4 O 17.95569 9.35129 14.51891
5 O 15.40008 13.53039 15.19294
6 O 17.97861 13.28106 7.86753
7 O 14.79396 16.39803 15.85013
8 O 17.99624 9.37049 17.26710
9 O 16.72843 10.98909 15.52620
10 O 15.03822 12.14013 13.48293
11 O 10.35398 16.88360 11.43614
12 O 19.09528 10.93436 15.79593
13 O 15.21130 8.42647 13.25468
14 N 13.54396 16.92490 16.01705
15 N 14.05354 9.21736 13.24245
16 N 9.54555 15.87035 10.97950
17 N 17.32126 14.56475 7.95807
18 C 9.39184 14.79604 13.31087
19 C 11.23952 18.62460 16.75605
20 C 18.33722 15.48848 8.48258
21 C 14.40218 10.15577 10.94133
22 C 8.72136 13.12713 10.47846
23 C 14.07234 9.16818 15.61571
24 C 12.62432 7.47280 14.41069
25 C 13.41974 9.37740 11.89260
26 C 18.72566 15.21369 9.91344
27 C 12.14384 10.31588 12.01739
28 C 11.44758 17.24008 17.37154
29 C 13.90376 14.13578 13.47796
30 C 8.60018 15.30195 12.00464
31 C 12.05168 9.94776 14.48644
32 C 19.64976 15.66315 7.63514
33 C 14.86112 13.20862 14.10057
34 C 13.08734 8.06369 11.18539
35 C 9.52216 13.94001 9.45079
36 C 7.50880 16.36539 12.31601
37 C 13.63278 18.01461 13.79232
38 C 7.87940 14.01216 11.49237
39 C 13.38450 18.20454 15.31722
40 C 14.23132 19.39220 15.81984
41 C 15.13656 13.69909 7.49142
42 C 15.43208 15.97602 8.19834
43 C 12.97330 16.65439 17.35596
44 C 13.19158 8.94937 14.38190
45 C 15.67074 14.11190 9.91636
46 C 11.67572 14.37344 10.70736
47 C 12.72438 15.11613 17.65327
48 C 10.35930 15.01267 10.09597
49 C 10.68478 15.82634 8.85214
50 C 15.94652 14.59125 8.47592
51 C 13.78698 17.35608 18.44962
52 C 11.88684 18.62532 15.34898
53 C 17.72460 16.89050 8.35988
54 C 16.26097 17.07706 8.86425
55 C 11.16320 9.96336 13.15502
56 H 13.30244 18.81180 13.12640
57 H 14.62380 15.58016 15.37713
58 H 11.41892 13.71383 11.53626
59 H 6.81214 16.49046 11.48709
60 H 12.92026 8.21369 10.11877
61 H 8.11912 12.27621 10.16012
62 H 15.40286 12.65000 7.62026
63 H 10.61016 9.07176 12.85958
64 H 11.76254 19.57689 14.83210
65 H 18.76153 14.14535 10.12669
66 H 11.18024 15.24915 8.07145
67 H 11.30792 17.84422 14.85620
68 H 12.00840 14.69695 16.94634
69 H 13.60744 14.48070 17.58596
70 H 8.00422 17.26711 12.67597
71 H 17.65229 17.07317 7.28773
72 H 14.08630 18.40407 18.46468
73 H 14.80214 16.99866 18.62232
74 H 11.55408 10.21814 11.10594
75 H 19.51388 15.74496 6.55674
76 H 11.83476 7.23523 13.69777
77 H 12.13670 13.83964 9.87631
78 H 12.39180 10.97445 14.62177
79 H 13.22266 13.74467 12.72216
80 H 14.60310 14.18476 10.12354
81 H 14.63574 17.66629 13.54561
82 H 20.43640 14.91485 7.73181
83 H 10.74000 16.55037 16.91139
84 H 16.26428 16.97345 9.94931
85 H 13.35344 17.07507 19.40940
86 H 6.87840 15.94719 13.10074
87 H 14.32188 14.90843 12.83276
88 H 9.85310 16.30330 8.33357
89 H 14.42562 20.19384 15.10730
90 H 12.43182 15.10513 10.99206
91 H 8.84944 14.86630 14.25371
92 H 15.02356 8.63866 15.56178
93 H 15.87418 18.03996 8.53062
94 H 13.57702 8.99160 16.57048
95 H 10.08951 13.21881 8.86250
96 H 11.37792 16.62667 9.11123
97 H 16.28114 14.68730 10.61237
98 H 13.89514 19.81441 16.76685
99 H 14.83784 7.54437 13.19126
100 H 15.42712 13.94399 6.46980
101 H 6.94494 14.27975 10.99913
102 H 13.84742 7.28412 11.23684
103 H 12.89522 17.26845 13.49675
104 H 13.26492 14.70923 14.14962
105 H 12.25856 15.04975 18.63647
106 H 11.44704 9.70435 15.36008
107 H 12.15036 7.57925 11.46011
108 H 15.28290 16.09414 7.12508
109 H 11.10722 17.30840 18.40479
110 H 15.35292 9.62457 10.89650
111 H 7.60034 13.39395 12.34562
112 H 15.19006 18.91096 16.01303
113 H 14.43156 16.22520 8.55181
114 H 13.34564 6.73128 14.06730
115 H 9.46376 12.58975 11.06852
116 H 18.37285 13.20429 8.73947
117 H 11.63504 19.35462 17.46226
118 H 10.39704 10.73558 13.22407
119 H 8.81338 14.39123 8.75644
120 H 14.10606 10.23789 9.89554
121 H 14.63140 11.16458 11.28464
122 H 20.13366 16.60554 7.89173
123 H 10.03295 17.59661 10.87921
124 H 19.76082 15.47023 10.13868
125 H 14.06596 13.89802 7.44303
126 H 18.43822 17.56804 8.82869
127 H 9.89116 13.83227 13.21115
128 H 16.05168 13.09080 9.93512
129 H 14.37492 10.20859 15.73439
130 H 12.50050 11.31897 12.25129
131 H 10.19444 18.92779 16.81907
132 H 18.09958 15.66627 10.68240
133 H 12.19402 7.21216 15.37765
134 H 10.20297 15.50956 13.45604

Atom charges from the Löwdin analysis, given in e for atoms 1 to 4:
1. Pt 1.252
2. Pt 0.794
3. P -0.052
4. O -0.373

# 4
The following is a DFT calculation (ωB97M-V/def2-TZVPD) of a molecular structure, C25H30N5OS2Ti.

Charge   +3
F_max   0.017 hartree/bohr
LUMO level   -10.39 eV
Spin multiplicity   1
Kohn-Sham gap   6.32 eV

Atoms and positions in Å:
1 Ti -0.45417 0.39493 -0.70969
2 S 3.36668 0.53714 -3.22404
3 S -1.62074 -3.47254 -3.00830
4 O 0.24331 0.56326 0.97335
5 N -4.04850 0.39181 -0.38513
6 N 1.14187 0.46197 -1.95491
7 N -1.00150 -1.26428 -1.80974
8 N 2.41169 2.41968 -1.57096
9 N -3.14068 -2.18772 -1.26067
10 C 3.24817 -0.32460 2.86147
11 C 2.34112 -0.83272 -3.44909
12 C 4.86049 -3.73041 2.92354
13 C 1.70331 -1.98982 1.78837
14 C 0.06246 -1.60576 -2.68674
15 C -3.10707 0.33777 0.71632
16 C -1.39635 2.11694 -0.96018
17 C 3.87405 -2.65445 2.65327
18 C -2.71360 2.24206 -1.43477
19 C -0.11402 -2.73257 -3.38799
20 C 2.22595 1.22934 -2.15558
21 C 2.02012 -0.61750 2.13169
22 C -5.33978 0.94445 0.06009
23 C -1.23430 4.51357 -0.69862
24 C 1.20729 -0.70585 -2.74286
25 C -3.55357 1.01162 -1.63430
26 C 3.58273 1.04918 3.36801
27 C -2.50376 4.64037 -1.24925
28 C 1.28871 0.48566 1.77130
29 C 4.13585 -1.34432 3.07838
30 C 0.34087 -2.44528 1.34757
31 C -1.98884 -2.19527 -1.91231
32 C -0.68830 3.25129 -0.53226
33 C 2.64556 -2.94910 2.02485
34 C -3.24524 3.51349 -1.58759
35 H 0.41384 -3.32732 0.71303
36 H 3.22826 2.95843 -1.82322
37 H -2.22942 -0.30877 0.44728
38 H -5.71295 0.35604 0.89627
39 H -4.25395 3.62944 -1.96550
40 H -4.41836 1.23357 -2.25690
41 H -0.69199 5.39153 -0.37447
42 H 5.06036 -1.14198 3.60396
43 H -2.75274 1.30328 1.08468
44 H 4.60311 -4.66612 2.43507
45 H 1.59771 2.96923 -1.33740
46 H -0.22191 -2.73470 2.23965
47 H 2.42989 -3.98174 1.77940
48 H 5.86129 -3.41809 2.61982
49 H -3.61448 -1.31867 -0.91899
50 H -2.97289 0.26786 -2.18979
51 H 4.49140 1.00985 3.96252
52 H -5.25146 1.98797 0.37838
53 H 0.25372 3.16146 0.00139
54 H -2.93687 5.62368 -1.37654
55 H 3.75911 1.75744 2.55645
56 H 2.78993 1.44519 4.00451
57 H 1.56781 1.45424 2.17640
58 H -6.05889 0.87700 -0.75298
59 H -0.26335 -1.69540 0.84525
60 H 2.63491 -1.63155 -4.11030
61 H 0.54471 -3.17230 -4.11924
62 H 4.91048 -3.90454 4.00338
63 H -3.76291 -2.96940 -1.41325
64 H -3.55422 -0.20798 1.54786

Atom charges from the natural (NBO) analysis, given in e for atoms 1 to 4:
1. Ti 1.914
2. S 0.577
3. S 0.554
4. O -0.754

# 5
The following is a DFT calculation (ωB97M-V/def2-TZVPD) of C2H4N6 in the gas phase.

F_max   0.109 hartree/bohr
LUMO level   0.23 eV
Spin multiplicity   1
Kohn-Sham gap   10.09 eV

Atoms and positions in Å:
1 N 0.87600 -2.70044 -0.89359
2 N 0.40263 -0.84341 -1.99044
3 N 0.80338 -1.99561 -2.02670
4 N -1.11302 1.97169 1.40385
5 N -0.44122 0.85139 0.99582
6 N 0.27684 -0.62851 -0.61843
7 C 0.60476 -1.69444 0.00572
8 C -0.11809 0.64263 -0.20333
9 H -0.29724 1.27216 -1.14404
10 H -0.52949 2.90012 0.97922
11 H 0.45538 -1.78375 1.10500
12 H -0.91993 2.00817 2.38692

Atom charges from the natural (NBO) analysis, given in e for atoms 1 to 4:
1. N -0.285
2. N -0.059
3. N -0.051
4. N -0.593

# 6
The following is a DFT calculation (ωB97M-V/def2-TZVPD) of a molecular structure, C8H12LaO4S.

Charge   +3
F_max   0.056 hartree/bohr
LUMO level   -15.10 eV
Spin multiplicity   1
Kohn-Sham gap   1.64 eV

Atoms and positions in Å:
1 La 2.47168 -1.05228 -5.51564
2 S 0.40323 1.26907 -1.19265
3 O 2.40776 -1.07851 -3.27817
4 O -3.32024 0.73441 1.78926
5 O -2.64256 2.43101 0.54193
6 O 2.72042 -0.89652 -1.15089
7 C 1.90395 -1.12344 -2.06630
8 C -0.62330 -0.71429 0.55839
9 C 1.92631 -0.52399 0.10339
10 C -0.54073 -0.05640 1.94161
11 C -1.04868 1.38116 2.07704
12 C 0.53811 -1.42115 -1.60356
13 C 0.49078 -0.40258 -0.43565
14 C -2.44550 1.47402 1.48251
15 H -0.38004 2.15019 1.68409
16 H -1.56980 -0.44810 0.07833
17 H -0.61701 -1.79730 0.71223
18 H 2.38411 0.41860 0.39220
19 H -0.26089 -1.27648 -2.32408
20 H 0.46672 -0.13587 2.36035
21 H -1.13997 1.58593 3.14570
22 H -1.17953 -0.67359 2.57470
23 H 0.53829 -2.45283 -1.22388
24 H -1.80781 2.84497 0.30075
25 H 2.10371 -1.30768 0.83592
26 H -0.77900 1.07167 -1.78758

Atom charges from the Löwdin analysis, given in e for atoms 1 to 4:
1. La 2.645
2. S 0.923
3. O -0.300
4. O 0.164

- Which of these has the highest spin multiplicity?
  C38H79N4O10PPt2

- Among the records above, which one has the highest F_max?
  C2H4N6

- spin multiplicity of number 5 (C2H4N6)?
  1